The following is a DFT calculation (ωB97M-V with the def2-TZVPD basis set) of a structure of composition C4H9N at a distorted geometry.

```
14
Properties=species:S:1:pos:R:3:forces:R:3:mulliken_charge:R:1
C -0.7956 -1.0481 -1.3746 -0.256 -0.005 0.770 -1.232
C 0.0122 -0.4397 -0.1780 0.773 -2.390 -0.152 0.498
C 0.3393 -1.3668 0.8053 -3.034 0.662 -5.484 -1.046
C 0.2511 1.1445 -0.2106 -5.436 -4.504 -3.143 -0.267
H -0.1953 -0.8965 -2.3268 -1.437 -0.204 0.875 0.232
H -1.1967 -2.1017 -1.2257 1.818 0.620 -0.126 0.343
H -1.8277 -0.6669 -1.2890 0.490 1.132 -1.064 0.360
H 0.9359 -1.0048 1.5349 1.801 0.144 2.858 0.480
H -0.0642 -2.4078 0.5022 1.214 1.712 1.555 0.192
H 0.9026 1.5571 -0.9646 0.115 -0.206 -0.463 0.374
H -1.0007 1.1983 -0.6082 3.095 1.260 0.688 0.159
H 0.2641 2.6396 1.1100 0.507 -2.598 0.265 0.260
H -0.2829 0.8843 1.7675 3.177 3.280 -2.576 0.309
N 0.5176 1.5799 1.0353 -2.827 1.099 5.998 -0.664
```
Positions in Å, forces in eV/Å.

Results
LUMO level: 0.95 eV
Total charge: 0
Total energy: -5780.00748 eV
Energy above the lowest of the compared OMol25 structures with the same formula, charge and spin: 3.804 eV

The following is a DFT calculation (ωB97M-V with the def2-TZVPD basis set) of a cluster of 2 separate species, C4H9N in total at a distorted geometry.

```
14
Properties=species:S:1:pos:R:3:forces:R:3:mulliken_charge:R:1
C -1.3256 -2.9630 -1.9933 0.606 -0.767 -0.008 -0.238
N -0.2269 -3.5986 -2.1355 -1.089 0.091 0.707 -0.466
H -1.3973 -2.1306 -1.3020 0.117 0.429 -0.339 0.248
H -2.2237 -3.3119 -2.5058 -0.270 0.202 0.300 0.201
H -0.4972 -4.4646 -2.6016 0.637 0.049 -0.657 0.255
C 0.7056 1.0675 1.8725 -2.593 1.466 0.312 -0.815
C 0.2512 2.5280 1.6977 2.030 -0.151 -1.599 0.052
C 0.7066 3.1614 0.6005 -0.754 0.534 0.752 -0.753
H 1.0392 0.7949 0.8814 0.339 -0.690 0.158 0.264
H -0.2397 0.5894 2.1566 0.438 -0.866 -0.147 0.230
H 1.4113 0.9240 2.6857 0.231 0.092 -0.207 0.255
H -0.3639 3.0809 2.3881 0.285 -0.078 0.633 0.333
H 0.6945 4.2470 0.5295 -0.581 -0.112 -0.206 0.228
H 1.0633 2.6495 -0.2841 0.604 -0.200 0.301 0.207
```
Positions in Å, forces in eV/Å.

Results
LUMO level: 1.00 eV
Total charge: 0
Total energy: -5781.74956 eV
SMILES: C=CC.C=N
Energy above the lowest of the compared OMol25 structures with the same formula, charge and spin: 2.062 eV

The following is a DFT calculation (ωB97M-V with the def2-TZVPD basis set) of an isolated molecule of C4H9N at a distorted geometry.

```
14
Properties=species:S:1:pos:R:3:forces:R:3:mulliken_charge:R:1
C 1.5235 1.2700 -1.0384 1.498 1.499 0.405 -1.336
C 0.5328 1.2407 0.0934 -0.410 0.393 -0.964 -0.333
C 0.2251 -0.1698 0.4763 -3.960 -1.059 -0.972 -0.500
C -1.5797 -1.7015 0.6022 -0.410 1.176 1.235 -0.268
N -1.0620 -0.8419 -0.1545 2.113 0.268 -0.719 -0.388
H 2.3496 0.6741 -0.7119 0.673 -0.776 -0.309 0.369
H 2.0207 2.2445 -1.2947 -0.895 -0.448 0.538 0.332
H 1.0958 0.9285 -1.9345 -0.437 -0.832 -1.198 0.346
H 0.9707 1.7165 0.9350 0.191 0.688 0.892 0.273
H -0.3342 1.8012 -0.2568 -0.346 -0.114 0.583 0.302
H 0.9400 -0.8664 0.1452 1.309 -0.625 -0.282 0.305
H -0.0611 -0.4112 1.4638 0.834 0.683 1.852 0.436
H -1.4802 -1.6150 1.7332 0.333 -0.732 -1.037 0.190
H -2.2774 -2.4155 0.2009 -0.493 -0.120 -0.024 0.273
```
Positions in Å, forces in eV/Å.

Results
LUMO level: 1.21 eV
Total charge: 0
Total energy: -5782.24321 eV
SMILES: C=NCCC
Energy above the lowest of the compared OMol25 structures with the same formula, charge and spin: 1.569 eV

The following is a DFT calculation (ωB97M-V with the def2-TZVPD basis set) of a cluster of 2 separate species, C4H9N in total at a distorted geometry.

```
14
Properties=species:S:1:pos:R:3:forces:R:3:mulliken_charge:R:1
C 3.5792 -0.3695 2.4659 -2.660 0.477 -1.250 -0.501
C 2.3086 0.1566 2.3491 3.981 -1.642 -1.152 -0.400
H 4.2069 -0.8562 1.6961 -0.792 0.783 0.000 0.217
H 4.0264 -0.4198 3.4036 0.574 -0.115 1.694 0.247
H 1.9359 0.2766 1.3469 -0.565 -0.027 -0.087 0.173
H 1.7664 0.4649 3.1956 -0.546 0.528 0.786 0.265
C -1.4200 -0.5503 -1.6754 2.820 1.700 1.981 -0.681
C -3.3187 0.7820 -2.1392 -0.298 -2.518 -1.217 -0.038
N -2.7317 -0.3774 -2.1339 -0.175 4.402 0.793 0.044
H -1.5131 -0.3483 -0.5567 -0.386 -0.532 -0.586 0.367
H -1.0389 -1.5448 -1.7071 0.141 -0.766 -0.314 0.360
H -0.5744 0.2780 -1.8508 -2.103 -1.793 -0.787 0.327
H -4.1315 0.8270 -2.8680 -0.074 0.373 0.056 0.301
H -3.0952 1.6813 -1.5261 0.083 -0.869 0.085 0.320
```
Positions in Å, forces in eV/Å.

Results
LUMO level (alpha / beta): -6.33 / -9.31 eV
Spin multiplicity: 2
Total charge: +1
Total energy: -5771.61188 eV
Energy above the lowest of the compared OMol25 structures with the same formula, charge and spin: 4.825 eV

The following is a DFT calculation (ωB97M-V with the def2-TZVPD basis set) of the ion C4H9N2 with charge +1 at a distorted geometry.

```
15
Properties=species:S:1:pos:R:3:forces:R:3:mulliken_charge:R:1
C 2.1618 0.1572 0.3239 3.613 2.499 -1.651 0.151
C 1.0914 -1.0217 0.2106 -3.382 1.412 1.784 -0.361
C -0.0677 -0.6469 -0.5452 1.562 -0.768 1.749 -0.772
C -1.9478 0.9401 0.1467 2.239 0.552 -0.397 -1.029
N 2.9870 0.7502 -0.2912 -1.837 -0.891 1.130 -0.184
N -1.2828 -0.3795 0.1774 -0.515 0.080 1.046 -0.071
H 1.6986 -1.5547 -0.3911 2.224 -2.331 -1.708 0.270
H 1.0023 -1.4297 1.2397 -0.137 0.062 -0.858 0.314
H 0.0370 -0.3554 -1.5387 -0.332 0.454 -1.409 0.442
H -2.2821 1.2011 -0.8245 -0.001 0.313 -0.864 0.368
H -2.7099 0.9531 0.8208 -2.627 -0.442 1.618 0.439
H -1.2565 1.6135 0.6080 0.644 0.877 -0.490 0.346
H 3.5965 1.2627 -0.9384 -0.579 -0.439 0.673 0.348
H -1.9901 -1.0136 -0.2071 0.044 -0.501 1.056 0.339
H -1.0376 -0.4763 1.2090 -0.916 -0.876 -1.677 0.402
```
Positions in Å, forces in eV/Å.

Results
LUMO level (alpha / beta): -3.94 / -3.94 eV
Total charge: +1
Total energy: -7262.84696 eV
Energy above the lowest of the compared OMol25 structures with the same formula, charge and spin: 5.295 eV

The following is a DFT calculation (ωB97M-V with the def2-TZVPD basis set) of the ion C4H9N2 with charge +1 at a distorted geometry.

```
15
Properties=species:S:1:pos:R:3:forces:R:3:mulliken_charge:R:1
C 1.2379 -1.4515 -0.9439 -1.295 -1.909 -2.537 -0.662
C 2.2309 -1.6135 0.1175 -1.168 0.864 0.758 -0.076
C 0.8400 0.4743 0.8051 -0.032 -1.895 0.298 -0.387
C -1.6873 0.6022 0.2350 -1.085 0.000 -0.574 -0.841
N 1.3058 -0.6794 0.2766 1.765 0.050 0.714 0.073
N -0.2759 1.0063 0.0998 0.090 3.883 -4.018 -0.243
H 1.3353 -0.9891 -1.9802 0.790 -0.108 1.523 0.350
H 0.4558 -2.2691 -1.0531 0.371 1.207 0.562 0.236
H 2.7503 -2.3485 0.7634 -0.284 0.909 -0.648 0.324
H 0.7589 0.6309 1.8514 0.486 -0.149 0.825 0.367
H -1.8043 -0.4290 -0.0975 -0.173 0.119 0.406 0.309
H -1.9067 0.8270 1.2328 -0.531 -0.715 1.851 0.388
H -2.4219 1.2885 -0.2638 1.201 -0.568 -0.390 0.348
H -0.3185 2.1016 0.3393 0.605 -2.765 -1.188 0.422
H -0.0046 0.8580 -0.9643 -0.738 1.077 2.417 0.392
```
Positions in Å, forces in eV/Å.

Results
LUMO level (alpha / beta): -3.77 / -3.77 eV
Total charge: +1
Total energy: -7262.20637 eV
Energy above the lowest of the compared OMol25 structures with the same formula, charge and spin: 5.935 eV

The following is a DFT calculation (ωB97M-V with the def2-TZVPD basis set) of a cluster of 2 separate species, C4H9N2 in total at a distorted geometry.

```
15
Properties=species:S:1:pos:R:3:forces:R:3:mulliken_charge:R:1
C -1.4612 -1.0804 0.9449 2.073 0.632 1.351 0.212
C -0.7288 0.0335 0.6094 2.435 1.445 0.459 -0.029
C 0.5392 -0.2693 1.5693 -0.407 -1.321 -5.724 0.190
C 1.8389 -0.2245 0.7436 -4.098 4.018 -2.750 -1.187
N -0.2167 -1.4899 1.1393 -0.360 -0.899 1.452 -0.220
N -0.9966 1.0197 -2.1261 1.059 0.859 -0.529 -0.898
H -2.3751 -1.5909 0.9087 -1.069 -0.679 -0.522 0.410
H -0.4946 0.4200 -0.4457 -1.051 -0.144 0.694 0.251
H 0.6716 0.1106 2.5169 -1.079 0.201 2.422 0.468
H 2.6249 -0.7859 0.9716 2.912 -2.790 1.513 0.418
H 2.1929 0.8397 0.7790 -0.238 -0.807 -0.107 0.315
H 1.5302 -0.4282 -0.3493 0.763 0.224 1.591 0.263
H -1.4623 1.9514 -2.0200 0.010 -1.550 -0.437 0.275
H -1.5450 0.2605 -2.5800 0.426 1.425 0.152 0.265
H -0.1174 1.2338 -2.6616 -1.378 -0.614 0.435 0.268
```
Positions in Å, forces in eV/Å.

Results
LUMO level: -5.15 eV
Total charge: +1
Total energy: -7262.53029 eV
Energy above the lowest of the compared OMol25 structures with the same formula, charge and spin: 5.611 eV

The following is a DFT calculation (ωB97M-V with the def2-TZVPD basis set) of the ion C4H9N2 with charge +1 at a distorted geometry.

```
15
Properties=species:S:1:pos:R:3:forces:R:3:mulliken_charge:R:1
C 0.0360 -0.2294 -0.9407 -1.858 0.609 -1.295 0.288
C -1.9575 -0.4693 0.4717 -0.003 -1.408 0.008 -1.023
C 2.3043 0.4060 0.3527 3.671 -0.439 -0.787 -0.724
C -1.2002 0.4675 -0.3546 1.886 2.567 -0.243 -0.540
N 0.4971 -1.2475 0.0134 1.662 -1.111 0.550 -0.695
N 1.1487 -0.2203 -0.0636 -1.324 -0.411 -1.957 0.684
H 0.1546 -0.4381 -2.0570 0.162 0.271 1.764 0.383
H -2.5559 -1.1231 -0.1664 0.440 -0.543 0.184 0.324
H -2.6840 0.0164 1.0756 -0.228 0.482 0.924 0.360
H -1.1561 -0.9901 1.0361 -1.409 -0.374 0.514 0.341
H 2.1474 1.1745 1.0172 -1.025 2.053 1.395 0.374
H 2.9523 0.8343 -0.4857 -1.314 -0.814 0.712 0.327
H 2.8850 -0.2993 0.9204 0.373 -0.540 0.075 0.354
H -0.7681 1.3131 0.3691 -1.108 -1.213 -1.931 0.233
H -1.8038 0.8052 -1.1881 0.075 0.871 0.088 0.314
```
Positions in Å, forces in eV/Å.

Results
LUMO level: -6.05 eV
Total charge: +1
Total energy: -7263.12005 eV
SMILES: CC[C@@H]1N=[N+]1C
Energy above the lowest of the compared OMol25 structures with the same formula, charge and spin: 5.022 eV